No. 1
The following is a DFT calculation (ωB97M-V/def2-TZVPD) of a molecular structure, C38H33IrN5SSbSe3Te.

Each line ends with the Mulliken charge.
Atoms and positions in Å:
Ir 0.2593 0.0900 -0.1046  0.192
C -4.8736 3.5640 -3.1771  -1.583
C -4.0722 2.7474 -2.2010  0.360
C -4.0440 3.0588 -0.8408  -1.171
C -3.2710 2.3396 0.0426  0.164
C -2.4902 1.2468 -0.3656  -0.542
N -1.6401 0.5922 0.5171  -0.036
C -2.0019 0.4855 1.8529  -0.511
C -3.3179 0.1171 2.1872  -0.089
C -3.7445 -0.0126 3.4865  -0.882
C -2.8623 0.1790 4.5518  0.226
C -3.3098 0.0217 5.9788  -1.611
C -1.5538 0.4891 4.2406  -0.641
C -1.1195 0.6627 2.9230  0.591
N 0.2548 1.0483 2.7594  0.213
C 1.0146 1.6496 3.7028  -0.172
C 2.3060 1.7137 3.2447  -1.545
C 2.2617 1.1279 1.9819  0.118
N 1.0257 0.7395 1.6943  0.623
C -2.5425 0.9290 -1.7256  0.486
C -3.3057 1.6758 -2.6193  -0.496
N -1.8285 -0.1885 -2.2617  0.115
C -2.2208 -0.9500 -3.3040  -0.169
C -1.2366 -1.8744 -3.5574  -1.419
C -0.2536 -1.6156 -2.6030  0.343
N -0.6171 -0.5981 -1.8314  0.341
H -5.7698 3.9686 -2.7078  0.403
H -5.1817 2.9683 -4.0358  0.381
H -4.2894 4.4072 -3.5535  0.254
H -4.6196 3.9013 -0.4749  0.418
H -3.2350 2.6313 1.0842  0.573
H -4.0047 -0.0698 1.3719  0.564
H -4.7708 -0.2981 3.6843  0.424
H -4.3326 0.3750 6.1058  0.395
H -2.6707 0.5832 6.6593  0.376
H -3.2854 -1.0252 6.2883  0.303
H -0.8414 0.5732 5.0499  0.560
H 0.5800 2.0101 4.6163  0.544
H 3.1622 2.1217 3.7511  0.481
H 3.0493 0.9641 1.2670  0.388
H -3.2819 1.4222 -3.6718  0.553
H -3.1799 -0.7972 -3.7649  0.544
H -1.2293 -2.6318 -4.3199  0.433
H 0.6931 -2.1039 -2.4421  0.258
Se 2.4827 -0.3518 -1.0963  -0.131
Se 3.1798 -2.4750 -0.6417  -0.204
Te 1.3547 -3.7221 0.4135  0.137
Se -0.2831 -1.9794 0.9623  -0.142
S 0.1949 2.3988 -0.7539  -0.200
Sb 1.8940 3.9134 -1.1911  1.524
C 0.6851 5.3988 -2.0454  0.775
C -0.4236 5.7707 -1.2870  -0.348
C -1.3855 6.6043 -1.8346  -0.776
C -1.2512 7.0585 -3.1386  -0.578
C -0.1443 6.6969 -3.8907  -0.768
C 0.8249 5.8646 -3.3483  -0.319
C 2.7043 4.6244 0.6045  0.905
C 4.0680 4.8749 0.7201  -0.457
C 4.5751 5.3645 1.9159  -0.659
C 3.7214 5.6126 2.9816  -0.567
C 2.3622 5.3547 2.8655  -0.675
C 1.8506 4.8508 1.6798  -0.608
C 3.5356 3.2764 -2.3279  0.703
C 4.3899 2.3793 -1.6976  -0.778
C 5.4675 1.8443 -2.3873  -0.832
C 5.6915 2.2041 -3.7062  -0.553
C 4.8428 3.1030 -4.3376  -0.700
C 3.7647 3.6415 -3.6528  -0.492
H -0.5514 5.4077 -0.2745  0.196
H -2.2435 6.8943 -1.2427  0.418
H -2.0124 7.6950 -3.5701  0.413
H -0.0329 7.0593 -4.9039  0.426
H 1.6823 5.6036 -3.9494  0.362
H 4.7374 4.6931 -0.1123  0.434
H 5.6352 5.5582 2.0120  0.438
H 4.1175 6.0097 3.9070  0.406
H 1.7006 5.5423 3.7013  0.439
H 0.7940 4.6189 1.6026  0.221
H 4.2240 2.0903 -0.6680  0.687
H 6.1241 1.1403 -1.8931  0.461
H 6.5293 1.7834 -4.2462  0.406
H 5.0175 3.3835 -5.3676  0.427
H 3.1168 4.3367 -4.1638  0.252

Computed properties:
* electronic energy: -9956.584224 a.u.
* total charge: +1
* spin multiplicity: 2
* lowest unoccupied orbital energy (alpha / beta): -2.9311 / -4.3488 eV
* largest force on an atom: 0.015 hartree/bohr

=====

No. 2
The following is a DFT calculation (ωB97M-V/def2-TZVPD) of a molecular structure, C38H34ClN7NaO2Si.

Each line ends with the Mulliken charge.
Atoms and positions in Å:
Na -0.5945 0.7362 0.4485  1.408
Cl -6.4900 5.7400 0.1699  -0.301
C -5.2000 4.5767 0.4334  0.188
C -4.6152 4.4658 1.7034  -0.509
C -3.6009 3.5731 1.9223  -0.564
C -3.0974 2.7088 0.8907  -0.081
O -2.1129 1.9488 1.0859  -0.683
C -3.7494 2.8295 -0.3901  0.575
C -3.3821 2.0195 -1.5337  -0.420
N -2.5909 1.0155 -1.5172  0.086
C -2.3518 0.3121 -2.7008  -0.434
C -3.2959 0.0369 -3.6589  -0.230
C -2.9733 -0.7217 -4.8072  -0.823
C -1.7125 -1.2080 -4.9954  -0.914
C -0.7127 -0.9631 -4.0195  1.199
C 0.6101 -1.4566 -4.1325  -0.991
C 1.5120 -1.2046 -3.1448  -0.740
C 1.0872 -0.4573 -2.0209  -0.905
N -0.1225 0.0162 -1.8826  0.433
C -1.0284 -0.2165 -2.8705  -0.097
C -4.7662 3.7767 -0.5882  -0.945
H -4.9674 5.1042 2.5047  0.388
H -3.1225 3.5025 2.8916  0.353
H -3.8302 2.3468 -2.4856  0.462
H -4.3138 0.3759 -3.5124  0.581
H -3.7467 -0.9253 -5.5375  0.374
H -1.4632 -1.7950 -5.8712  0.388
H 0.8806 -2.0417 -5.0046  0.377
H 2.5257 -1.5803 -3.1807  0.508
H 1.7742 -0.2667 -1.2023  0.985
H -5.2162 3.8710 -1.5712  0.377
N 0.6125 3.0898 3.2736  0.139
C 1.1709 2.2342 2.4086  0.093
N 0.9483 2.6356 1.1751  -0.395
C 0.1860 3.7500 1.3586  0.370
N -0.0286 4.0767 2.6147  -0.754
C -0.4839 4.4578 0.2499  0.460
C -1.2551 5.5942 0.4919  -0.254
N -1.9268 6.2061 -0.4725  -0.579
C -1.8402 5.6575 -1.6830  -0.358
C -1.0759 4.5282 -1.9226  -0.251
N -0.3867 3.9250 -0.9613  -0.331
H 0.5521 3.0269 4.2748  0.212
H 1.6590 1.3179 2.6995  0.309
H -1.3271 5.9968 1.4942  0.441
H -2.3979 6.1303 -2.4829  0.382
H -1.0219 4.0916 -2.9137  0.467
C 2.8451 -3.8053 3.2643  -1.793
C 1.8450 -2.6520 3.1901  2.286
C 0.5086 -3.0905 3.7953  -1.846
C 2.3904 -1.4711 4.0005  -1.661
Si 1.5220 -2.0070 1.4188  -0.595
O 0.6651 -0.6787 1.4235  -0.662
C 3.2415 -1.7130 0.6327  0.586
C 3.7363 -0.4031 0.6344  0.076
C 4.9704 -0.0820 0.0829  -0.591
C 5.7492 -1.0743 -0.4968  -0.553
C 5.2792 -2.3801 -0.5246  -0.735
C 4.0429 -2.6880 0.0318  -0.201
C 0.6728 -3.3756 0.3976  0.707
C 1.1453 -4.6760 0.1855  -0.240
C 0.4606 -5.5832 -0.6140  -0.858
C -0.7266 -5.2102 -1.2294  -0.579
C -1.2248 -3.9305 -1.0306  -0.548
C -0.5329 -3.0337 -0.2263  -0.146
H 3.0437 -4.0663 4.3125  0.516
H 3.8009 -3.5489 2.8007  0.303
H 2.4638 -4.7062 2.7786  0.264
H 0.6418 -3.3878 4.8442  0.482
H 0.0845 -3.9422 3.2575  0.334
H -0.2234 -2.2806 3.7637  0.241
H 2.5426 -1.7638 5.0478  0.518
H 1.6902 -0.6339 3.9786  0.141
H 3.3526 -1.1237 3.6114  0.322
H 3.1169 0.3887 1.0411  0.174
H 5.3160 0.9450 0.0926  0.422
H 6.7088 -0.8297 -0.9365  0.362
H 5.8734 -3.1605 -0.9860  0.405
H 3.6954 -3.7133 -0.0221  0.186
H 2.0677 -5.0031 0.6515  0.110
H 0.8556 -6.5823 -0.7578  0.395
H -1.2593 -5.9133 -1.8587  0.372
H -2.1507 -3.6257 -1.5042  0.473
H -0.9287 -2.0362 -0.0783  0.334

Computed properties:
* electronic energy: -2914.473457 a.u.
* total charge: -1
* spin multiplicity: 1
* lowest unoccupied orbital energy: 2.0475 eV
* largest force on an atom: 0.018 hartree/bohr

=====

No. 3
The following is a DFT calculation (ωB97M-V/def2-TZVPD) of a molecular structure, C38H35BrFN11O2SSr.

Each line ends with the Mulliken charge.
Atoms and positions in Å:
Sr 0.2464 -0.3038 -0.4125  2.158
C -0.4243 -2.0865 2.7448  -1.205
O -0.2374 -0.7793 2.2108  0.184
C 0.0084 0.2411 3.0872  0.302
C 0.3301 0.0359 4.4227  -0.365
C 0.6092 1.1131 5.2533  -0.725
C 0.5889 2.4005 4.7420  -0.852
C 0.2547 2.6067 3.4128  -0.113
C -0.0736 1.5452 2.5650  -0.272
N -0.4255 1.7002 1.2041  0.852
N -0.9313 2.8590 1.0019  -0.878
C -1.2641 3.3505 -0.2025  -0.111
C -0.9426 2.7346 -1.4595  -0.213
O -0.4051 1.6047 -1.5827  0.072
C -1.2388 3.4917 -2.6588  -0.954
C -1.8323 4.7001 -2.6281  -0.952
C -2.2037 5.3228 -1.3912  0.796
C -2.8385 6.5755 -1.3698  -0.836
C -3.1933 7.1663 -0.1818  -0.541
C -2.9185 6.5046 1.0199  -0.694
C -2.2998 5.2748 1.0203  -0.451
C -1.9202 4.6532 -0.1815  0.656
H 0.5098 -2.4808 3.1516  0.363
H -0.7478 -2.6988 1.9108  0.047
H -1.1897 -2.0724 3.5245  0.437
H 0.3605 -0.9689 4.8216  0.380
H 0.8542 0.9340 6.2930  0.419
H 0.8299 3.2448 5.3752  0.405
H 0.2319 3.6056 2.9979  0.503
H -0.9614 3.0156 -3.5932  0.403
H -2.0462 5.2299 -3.5504  0.351
H -3.0449 7.0697 -2.3128  0.375
H -3.6847 8.1309 -0.1715  0.382
H -3.2003 6.9632 1.9597  0.401
H -2.1029 4.7651 1.9535  0.446
N -2.7651 -1.3083 -2.0097  -0.235
C -1.9990 -0.8976 -3.0238  0.525
N -2.5841 -0.3961 -4.1145  -0.796
C -1.7370 -0.0317 -5.0751  0.347
N -2.2735 0.4850 -6.2013  -0.416
N -0.4006 -0.1547 -5.0369  -0.666
C 0.0623 -0.6397 -3.8935  0.277
N -0.6637 -1.0153 -2.8566  -0.226
C 1.5385 -0.7738 -3.7351  0.292
C 2.3837 -0.7113 -4.8368  -0.665
C 3.7453 -0.8697 -4.6395  -0.513
C 4.2135 -1.0732 -3.3507  -0.987
C 3.2982 -1.0986 -2.3107  -0.456
N 1.9871 -0.9558 -2.4911  0.685
H -3.7609 -1.2701 -2.1186  0.202
H -2.3104 -1.7980 -1.2345  0.257
H -3.2454 0.7356 -6.1803  0.253
H -1.6624 0.9127 -6.8720  0.239
H 1.9565 -0.5425 -5.8144  0.524
H 4.4299 -0.8330 -5.4767  0.419
H 5.2672 -1.2022 -3.1456  0.451
H 3.6297 -1.2441 -1.2887  0.475
C 4.3625 0.1523 3.9795  -1.353
C 4.0243 0.7761 2.6548  0.154
C 4.6801 1.9025 2.1763  -0.624
C 4.3417 2.4340 0.9415  -0.827
C 3.3379 1.8059 0.2271  -0.174
Br 2.8383 2.4927 -1.4619  -0.063
N 2.6862 0.7407 0.6575  1.012
C 3.0296 0.2385 1.8465  -0.517
H 5.2755 0.5803 4.3913  0.419
H 4.5027 -0.9249 3.8727  0.302
H 3.5522 0.3142 4.6910  0.211
H 5.4650 2.3613 2.7661  0.400
H 4.8407 3.3014 0.5356  0.479
H 2.5071 -0.6585 2.1592  0.421
F -0.9871 -2.2097 -0.1691  -0.785
N 0.6417 -4.2892 -0.4149  -0.261
C 1.7367 -4.3137 0.3540  0.373
S 2.4988 -2.9072 0.8540  -0.235
N 2.1536 -5.5607 0.7132  -0.164
C 3.2665 -5.9089 1.5147  0.139
C 4.1411 -6.8875 1.0576  -0.562
C 5.2025 -7.2999 1.8485  -0.552
C 5.4084 -6.7246 3.0933  -0.438
C 4.5362 -5.7434 3.5452  -0.766
C 3.4621 -5.3411 2.7684  0.180
H 0.1786 -3.3828 -0.5662  -0.018
H 0.0481 -5.1008 -0.4802  0.248
H 1.7442 -6.3240 0.1973  0.251
H 3.9879 -7.3203 0.0755  0.382
H 5.8748 -8.0665 1.4852  0.366
H 6.2412 -7.0397 3.7082  0.383
H 4.6856 -5.2944 4.5189  0.375
H 2.7765 -4.5830 3.1228  0.484

Computed properties:
* electronic energy: -5324.930810 a.u.
* spin multiplicity: 1
* lowest unoccupied orbital energy: 0.1488 eV
* largest force on an atom: 0.016 hartree/bohr

=====

No. 4
The following is a DFT calculation (ωB97M-V/def2-TZVPD) of a molecular structure, C38H35Cl84N2O5S.

Each line ends with the Mulliken charge.
Atoms and positions in Å:
C 0.2865 3.5376 -0.5492  -0.394
C -0.9240 2.8222 0.3460  -0.213
C -2.3994 2.8912 -0.3833  -0.623
C -2.3207 2.6246 -2.0235  -0.438
N -1.5535 1.3718 -2.3819  0.265
C -2.4189 0.3949 -3.2015  -0.546
C -2.3732 0.9129 -4.7909  0.449
C -0.9325 0.2802 -5.3363  -0.516
C -0.6089 -0.8532 -4.1499  -0.333
C 0.2507 -2.1876 -4.5591  -0.753
C 1.0430 -2.8445 -3.2405  0.829
C 2.6858 -2.6370 -3.4739  0.039
C 3.4725 -3.5078 -2.2831  -0.500
O 3.9077 -2.6542 -1.1513  -0.131
C 5.0435 -1.7978 -1.5320  0.120
O 5.6657 -1.0574 -0.6107  -0.462
N -1.9300 -1.0297 -3.3753  0.671
C -2.7419 -2.0257 -4.1690  -0.107
C -4.3456 -2.0486 -3.8477  -0.905
C -4.8799 -3.3799 -3.0479  -0.158
C -4.8942 -3.0750 -1.4284  -0.798
S -3.7588 -4.1976 -0.4470  0.955
O -3.0589 -5.3061 -1.2807  -0.466
O -4.5584 -4.9173 0.6710  -0.605
O -2.5124 -3.1753 0.2024  0.285
H 0.5995 2.7430 -1.3552  -0.174
H -0.0533 4.5309 -1.0687  0.201
H 1.1978 3.7981 0.1427  0.218
H -0.5926 1.7041 0.4841  0.015
H -1.0186 3.3025 1.4092  0.347
H -2.9629 3.9192 -0.1576  0.325
H -3.0807 2.0447 0.1099  0.137
H -3.4250 2.6621 -2.4108  0.430
H -1.7592 3.5290 -2.5632  0.148
H -0.7034 1.6573 -2.9207  0.074
H -3.4458 0.4936 -2.6270  0.326
H -2.5818 2.0530 -4.9573  -0.682
H -3.2418 0.4176 -5.4175  0.305
H -1.1957 -0.1940 -6.3931  0.337
H -0.1971 1.1867 -5.4447  0.255
H 0.1980 -0.2443 -3.5140  0.077
H 1.1331 -1.8060 -5.2669  0.491
H -0.3318 -2.9866 -5.1850  0.153
H 0.7923 -2.2527 -2.2373  -1.018
H 0.8701 -3.9988 -3.1372  0.335
H 3.0006 -1.5015 -3.4610  -0.023
H 3.0473 -3.0668 -4.5126  0.217
H 2.6660 -4.2663 -1.8734  0.281
H 4.3662 -4.1545 -2.7355  0.205
H 5.4166 -1.8127 -2.6428  0.289
H -1.6423 -1.4201 -2.4374  0.299
H -2.3252 -3.1054 -3.8761  0.088
H -2.6075 -1.9505 -5.3392  0.300
H -4.8990 -2.0589 -4.9053  0.353
H -4.7622 -1.1151 -3.2798  0.318
H -6.0243 -3.5106 -3.3610  0.399
H -4.3507 -4.3798 -3.3504  -0.006
H -5.9962 -3.2773 -1.0214  0.427
H -4.7097 -1.9143 -1.2187  0.333
H -2.8609 -2.9127 1.1202  -0.018
C 0.6757 -6.5645 -5.5595  0.228
Cl 0.7940 -8.3093 -5.2186  -0.185
Cl 2.2132 -5.7707 -5.1345  -0.065
Cl 0.3398 -6.3192 -7.2920  -0.078
Cl -0.6442 -5.8586 -4.5928  0.152
C 5.1757 -8.0414 -6.5287  0.227
Cl 3.5405 -8.2437 -5.8506  0.015
Cl 6.3808 -8.1747 -5.2231  -0.074
Cl 5.4752 -9.3085 -7.7451  -0.094
Cl 5.3063 -6.4386 -7.2961  -0.105
C -3.8243 -8.3628 -5.7359  0.179
Cl -4.2937 -8.3778 -7.4546  -0.099
Cl -4.4051 -6.8602 -4.9747  -0.084
Cl -4.5489 -9.7655 -4.9100  -0.056
Cl -2.0494 -8.4477 -5.6042  -0.019
C 3.9757 1.9172 1.2041  0.044
Cl 4.0940 0.1724 1.5450  0.057
Cl 5.5132 2.7110 1.6291  -0.119
Cl 3.6398 2.1624 -0.5284  0.141
Cl 2.6558 2.6230 2.1708  -0.011
C 0.9757 -2.9203 1.7854  -0.207
Cl 0.5020 -4.6102 2.0925  0.048
Cl 0.4132 -2.4305 0.1673  0.089
Cl 0.2377 -1.8637 3.0157  0.000
Cl 2.7499 -2.7768 1.8661  -0.092
C -3.8243 -0.6615 4.3795  0.058
Cl -5.4595 -0.8638 5.0576  -0.058
Cl -2.6192 -0.7948 5.6851  0.040
Cl -3.5248 -1.9286 3.1632  -0.076
Cl -3.6937 0.9413 3.6121  -0.038
C -4.1243 4.7052 -6.4372  0.304
Cl -5.8466 4.6852 -5.9812  -0.091
Cl -3.7892 3.3557 -7.5513  -0.100
Cl -3.7405 6.2483 -7.2410  -0.084
Cl -3.1208 4.5314 -4.9751  -0.096
C 3.3757 5.8420 4.6313  0.148
Cl 4.2757 6.4741 6.0331  -0.070
Cl 3.0249 7.1740 3.5010  -0.039
Cl 4.3559 4.6046 3.8050  0.030
Cl 1.8463 5.1154 5.1859  -0.088
C 4.2757 1.8070 -4.8187  0.069
Cl 2.6405 1.6047 -4.1406  0.003
Cl 5.4808 1.6737 -3.5131  0.023
Cl 4.5752 0.5399 -6.0351  -0.092
Cl 4.4063 3.4098 -5.5861  -0.083
C 0.6757 10.4213 2.3241  0.284
Cl 0.9004 9.1321 1.1150  -0.049
Cl 0.6844 9.7111 3.9581  -0.070
Cl 2.0004 11.6046 2.1838  -0.092
Cl -0.8824 11.2375 2.0395  -0.071
C 6.0757 9.3986 8.7877  0.338
Cl 5.6407 8.0946 7.6541  -0.053
Cl 4.7177 10.5437 8.9251  -0.100
Cl 6.4283 8.7007 10.3888  -0.090
Cl 7.5162 10.2553 8.1830  -0.097
C -8.0243 2.0551 4.4834  0.260
Cl -7.7996 0.7659 3.2743  -0.069
Cl -8.0156 1.3449 6.1174  -0.085
Cl -6.6996 3.2384 4.3431  0.021
Cl -9.5824 2.8713 4.1988  -0.104
C -5.8823 7.3220 5.1128  0.301
Cl -4.4756 6.2628 4.8414  -0.063
Cl -5.6851 8.1870 6.6580  -0.088
Cl -6.0030 8.5017 3.7830  -0.090
Cl -7.3658 6.3366 5.1689  -0.078
C -4.3824 -8.9620 -0.1072  0.159
Cl -4.6101 -7.6809 1.1100  -0.044
Cl -2.8937 -9.8704 0.2580  -0.064
Cl -5.7777 -10.0695 -0.0719  -0.104
Cl -4.2480 -8.2272 -1.7248  0.022
C 0.7177 -8.2697 0.6774  0.036
Cl 0.8360 -10.0145 1.0183  -0.087
Cl 2.2551 -7.4759 1.1024  -0.032
Cl 0.3817 -8.0245 -1.0551  0.127
Cl -0.6023 -7.5638 1.6441  -0.027
C 1.3176 3.9748 9.3886  0.184
Cl 1.1323 4.7647 10.9748  -0.100
Cl -0.2307 4.0376 8.5092  -0.091
Cl 2.5706 4.8214 8.4462  0.077
Cl 1.7984 2.2753 9.6239  -0.047
C 5.5176 -10.0395 -0.5115  0.223
Cl 6.0657 -9.4224 -2.0905  -0.030
Cl 6.0252 -11.7376 -0.3288  -0.096
Cl 6.2384 -9.0608 0.7914  -0.103
Cl 3.7413 -9.9372 -0.4179  -0.015
C -1.0824 11.6122 -1.9184  0.306
Cl -1.5518 11.5972 -3.6371  -0.099
Cl -1.6632 13.1148 -1.1571  -0.077
Cl -1.8069 10.2095 -1.0925  -0.072
Cl 0.6925 11.5273 -1.7867  -0.070
C -0.4824 -2.6578 8.8617  0.285
Cl 0.7579 -3.0813 10.0687  -0.098
Cl -0.8208 -0.9105 8.9456  -0.059
Cl 0.1092 -3.0705 7.2324  -0.034
Cl -1.9758 -3.5689 9.1998  -0.095
C 6.7176 5.0648 -1.9287  0.249
Cl 7.2657 5.6819 -3.5077  -0.085
Cl 7.2252 3.3667 -1.7460  -0.085
Cl 7.4384 6.0435 -0.6259  -0.082
Cl 4.9413 5.1671 -1.8351  -0.045
C 5.2176 2.3085 12.1994  0.295
Cl 5.4423 1.0193 10.9903  -0.108
Cl 5.2263 1.5983 13.8335  -0.095
Cl 6.5423 3.4918 12.0591  -0.092
Cl 3.6595 3.1247 11.9149  -0.009

Computed properties:
* electronic energy: -41008.057748 a.u.
* total charge: +1
* spin multiplicity: 1
* lowest unoccupied orbital energy: -2.3128 eV
* largest force on an atom: 0.173 hartree/bohr